{"formula": "C3H9N4", "method": "ωB97M-V/def2-TZVPD", "symbols": ["C", "C", "C", "N", "N", "N", "N", "H", "H", "H", "H", "H", "H", "H", "H", "H"], "positions_angstrom": [[-1.760, 0.618, 0.003], [-0.339, 0.733, 2.066], [0.276, -0.365, -2.724], [-0.910, 0.730, 1.046], [-1.190, 0.332, -1.206], [1.640, -0.710, 2.424], [0.032, 0.032, -1.444], [-2.756, 0.969, 0.023], [-0.058, 1.139, 3.037], [0.774, -1.342, -2.740], [-0.729, -0.354, -3.250], [0.958, 0.366, -3.111], [-1.948, 0.200, -1.880], [1.786, -0.263, 3.382], [2.572, -0.338, 1.930], [1.652, -1.746, 2.445]], "mulliken_charge": [-0.234, 0.160, -0.562, -0.052, 0.228, -0.786, -0.408, 0.333, 0.383, 0.227, 0.308, 0.248, 0.297, 0.307, 0.296, 0.255], "relative_energy_kj_mol": 516.1, "orbital_gap_ha": [0.28756, 0.28751], "charge": 1}